The following is a quantum chemistry calculation of a molecular structure, C5H12NO in a non-equilibrium geometry, from OMol25.

Structure (XYZ):
```
19
Properties=species:S:1:pos:R:3:mulliken_charge:R:1
C 0.62 1.82 1.74 -0.709
N -0.61 1.53 1.03 -0.663
C -0.20 -2.23 -0.28 -1.188
C -0.76 -0.92 0.25 -0.282
C -0.08 0.34 -0.27 -0.036
C 0.03 0.39 -1.87 -0.568
O 0.97 -0.43 -2.26 -0.805
H 1.30 0.97 1.84 0.238
H 0.34 2.13 2.74 0.316
H 1.25 2.58 1.25 0.265
H -0.42 1.57 -0.06 0.353
H -0.59 -3.11 0.24 0.386
H -0.33 -2.40 -1.34 0.301
H 0.88 -2.26 -0.13 0.298
H -1.85 -0.85 0.09 0.287
H -0.65 -0.95 1.33 0.264
H 0.95 0.22 0.08 0.080
H -0.98 0.10 -2.26 0.173
H 0.12 1.48 -2.14 0.292
```

Values from the calculation:
Molecular weight (g mol⁻¹): 102.16
Multiplicity: 1
HOMO energy (eV): -3.05
ΔE to the lowest compared entry with this formula, charge and spin (kcal/mol): 85.99
Total charge: -1
Orbital gap (eV): 7.22